No. 1
58
Properties=species:S:1:pos:R:3:nbo_charge:R:1 method="wB97M-V/def2-TZVPD" homo_energy_ev=-1.84 relative_energy_kcal_mol=61.5 fmax_ev_per_a=1.3 mol_weight_g_mol=288.496 lumo_ev=2.82 e_tot_ha=-875.61371 total_charge=-1 homo_lumo_gap_ha=0.1713
C 2.7151 2.5248 -3.2119 -0.703
C 2.3769 1.4086 -4.1606 0.371
N 2.6938 1.5093 -5.3795 -0.703
C 1.7107 0.1954 -3.6642 -0.500
C 0.1864 0.3573 -3.3021 -0.670
C -0.3736 1.6864 -3.6121 -0.162
O -0.5916 1.9039 -5.0523 -0.345
O -0.0674 3.1786 -5.4398 -0.513
H 3.7872 2.6343 -3.1553 0.209
H 2.3081 3.4358 -3.6149 0.223
H 2.2855 2.3673 -2.2355 0.218
H 3.1335 2.4197 -5.5329 0.295
H 1.8140 -0.5333 -4.4519 0.201
H 2.2556 -0.1789 -2.7993 0.178
H -0.3486 -0.3278 -3.9487 0.156
H 0.1815 2.5122 -3.1959 0.160
H -1.3668 1.7333 -3.1766 0.162
H 0.6937 2.8947 -5.9606 0.457
C -0.1591 2.5125 -0.0497 -0.636
C 1.1766 2.4989 0.6897 -0.395
C 1.3839 1.2286 1.5090 -0.401
C 0.3489 0.9997 2.6082 -0.397
C 0.2316 2.1116 3.6487 -0.397
C 1.5109 2.3296 4.4525 -0.608
H -1.0015 2.4993 0.6474 0.183
H -0.2519 3.4141 -0.6580 0.207
H -0.2483 1.6495 -0.7183 0.253
H 1.2592 3.3874 1.3261 0.177
H 1.9877 2.5704 -0.0381 0.204
H 2.3901 1.2375 1.9422 0.187
H 1.3551 0.3708 0.8311 0.219
H 0.5911 0.0623 3.1221 0.192
H -0.6286 0.8455 2.1457 0.207
H -0.5770 1.8556 4.3400 0.192
H -0.0621 3.0485 3.1683 0.196
H 1.8055 1.4137 4.9697 0.196
H 1.3682 3.1088 5.2041 0.200
H 2.3386 2.6382 3.8126 0.203
C -2.0741 -5.8533 1.9639 -0.609
C -1.0310 -4.7643 1.7274 -0.399
C -1.3279 -3.4652 2.4729 -0.397
C -2.6329 -2.7764 2.0723 -0.395
C -2.7467 -2.4313 0.5876 -0.399
C -1.6763 -1.4547 0.1070 -0.618
H -3.0593 -5.5514 1.6060 0.202
H -1.8011 -6.7700 1.4381 0.204
H -2.1565 -6.0888 3.0276 0.194
H -0.9393 -4.5712 0.6561 0.204
H -0.0556 -5.1352 2.0545 0.196
H -0.4930 -2.7751 2.3249 0.208
H -1.3603 -3.6726 3.5485 0.190
H -2.7298 -1.8563 2.6578 0.198
H -3.4823 -3.4058 2.3588 0.188
H -3.7320 -1.9900 0.4122 0.196
H -2.7093 -3.3417 -0.0178 0.188
H -1.7198 -0.5242 0.6765 0.194
H -1.8122 -1.2066 -0.9450 0.245
H -0.6734 -1.8698 0.2118 0.199

***

No. 2
66
Properties=species:S:1:pos:R:3:nbo_charge:R:1 method="wB97M-V/def2-TZVPD" homo_energy_ev=-10.11 fmax_ev_per_a=1.5 mol_weight_g_mol=448.430 lumo_ev=0.49 e_tot_ha=-2030.60688 homo_lumo_gap_ha=0.3892
C 0.2686 3.0342 1.9721 -0.260
O -1.1363 2.8258 1.7507 -0.795
P -1.7785 3.5274 0.4885 2.580
O -2.5970 4.6997 0.8105 -1.101
O -0.6516 3.7541 -0.6036 -0.810
C -0.0689 5.0461 -0.7734 -0.183
C 1.4408 4.9921 -0.6245 0.769
O 2.0212 5.5800 0.2284 -0.502
O 2.1327 4.3272 -1.6091 -0.551
C 1.7755 3.0048 -1.8919 0.810
C 2.4473 1.9702 -1.0486 -0.745
O 1.0109 2.7520 -2.7623 -0.509
O -2.6073 2.3336 -0.1441 -1.090
P -4.0610 2.7145 -0.9292 1.590
O -3.4421 3.6973 -2.0693 -0.997
O -4.0545 1.3263 -1.7566 -1.002
H 0.6044 2.3511 2.7517 0.205
H 0.8536 2.8157 1.0843 0.175
H 0.4611 4.0508 2.3200 0.198
H -0.2896 5.3798 -1.7899 0.225
H -0.4513 5.7853 -0.0749 0.238
H 2.8571 2.3615 -0.1204 0.234
H 1.7164 1.1905 -0.8341 0.250
H 3.2559 1.5222 -1.6280 0.262
H -3.9510 4.5220 -2.0745 0.504
H -3.1690 0.9314 -1.7561 0.509
C 0.3453 -1.3362 1.5752 -0.609
C -0.6221 -1.5634 2.7329 -0.401
C -0.0692 -1.1133 4.0838 -0.394
C 1.1936 -1.8468 4.5391 -0.397
C 1.0523 -3.3645 4.6406 -0.398
C 0.0096 -3.8116 5.6613 -0.610
H 1.2672 -1.9078 1.6929 0.202
H -0.1073 -1.6429 0.6305 0.211
H 0.6025 -0.2763 1.4936 0.191
H -0.9032 -2.6190 2.7717 0.196
H -1.5435 -1.0099 2.5364 0.207
H -0.8501 -1.2243 4.8404 0.204
H 0.1496 -0.0411 4.0373 0.194
H 1.4900 -1.4523 5.5160 0.201
H 2.0185 -1.6127 3.8599 0.197
H 2.0226 -3.7835 4.9185 0.202
H 0.8097 -3.7862 3.6613 0.193
H 0.2532 -3.4337 6.6562 0.202
H -0.0343 -4.8997 5.7198 0.210
H -0.9890 -3.4583 5.4008 0.201
C -0.9063 0.0726 -2.8579 -0.630
C 0.3364 -0.5629 -3.4706 -0.399
C 0.0284 -1.7249 -4.4131 -0.397
C -0.6789 -2.9119 -3.7566 -0.397
C 0.0648 -3.5259 -2.5715 -0.398
C 1.4288 -4.1027 -2.9400 -0.610
H -1.4642 -0.6429 -2.2488 0.192
H -0.6301 0.9098 -2.2171 0.219
H -1.5728 0.4549 -3.6348 0.210
H 1.0068 -0.8970 -2.6718 0.186
H 0.8822 0.2031 -4.0258 0.214
H 0.9603 -2.0635 -4.8743 0.200
H -0.5956 -1.3595 -5.2343 0.203
H -0.8372 -3.6846 -4.5152 0.201
H -1.6764 -2.6072 -3.4284 0.200
H -0.5543 -4.3222 -2.1502 0.203
H 0.1847 -2.7836 -1.7773 0.190
H 1.3301 -4.8753 -3.7050 0.203
H 1.9073 -4.5547 -2.0701 0.209
H 2.1029 -3.3342 -3.3212 0.199

***

No. 3
76
Properties=species:S:1:pos:R:3:mulliken_charge:R:1 method="wB97M-V/def2-TZVPD" homo_energy_ev=-11.16 relative_energy_kcal_mol=51.4 fmax_ev_per_a=2.5 mol_weight_g_mol=684.060 lumo_ev=-6.99 e_tot_ha=-2832.04496 total_charge=+1 homo_lumo_gap_ha=0.1531
Cd -3.7457 -1.8851 -2.3415 1.143
C -0.7877 -0.3293 -1.5690 -0.103
O -1.9229 -1.1547 -1.6082 -0.270
H -0.7681 0.4906 -2.2921 0.125
H -0.7424 0.1398 -0.5787 -0.134
H 0.1656 -0.8528 -1.6913 0.064
C 0.2967 2.3057 1.7859 -0.764
C 0.6187 3.1380 3.0217 0.490
O 1.6905 3.7229 3.0582 -0.618
N -0.2236 3.1053 4.0607 -0.214
C -0.0390 3.9426 5.2320 -0.957
H 0.4927 1.2363 1.8596 0.076
H 0.7132 2.6894 0.8612 0.360
H -0.7990 2.2812 1.6741 0.387
H -1.1408 2.7037 3.9821 0.250
H -0.3254 4.9887 5.1222 0.314
H 0.8817 3.7151 5.7594 0.266
H -0.8003 3.6720 5.9768 0.384
C -6.7830 -0.2802 0.4115 -1.157
C -5.3535 -0.7419 0.3267 0.660
O -4.7583 -0.7840 -0.7745 -0.589
N -4.7944 -1.1553 1.4473 -0.121
C -3.4703 -1.7755 1.5302 -0.744
H -6.9507 0.5443 1.1057 0.380
H -7.4128 -1.1333 0.6571 0.340
H -7.0611 0.1710 -0.5397 0.332
H -5.3565 -1.1882 2.2818 0.265
H -3.3292 -1.9629 2.5932 0.381
H -2.7057 -1.0795 1.1911 0.197
H -3.3199 -2.7272 1.0200 0.240
C 3.6390 -1.1389 -4.2691 -1.429
C 3.8613 -1.4824 -2.8207 0.837
O 3.0713 -1.0495 -1.9788 -0.577
N 4.9055 -2.2586 -2.5050 -0.144
C 5.2399 -2.6861 -1.1547 -0.712
H 4.5588 -0.7883 -4.7454 0.450
H 2.8510 -0.4011 -4.3669 0.293
H 3.3835 -2.0141 -4.8735 0.322
H 5.5189 -2.6203 -3.2148 0.215
H 5.3367 -3.7615 -1.0147 0.271
H 4.5869 -2.2564 -0.4043 0.145
H 6.2408 -2.2528 -1.0440 0.354
C 3.4508 0.5636 4.5279 -1.082
C 3.3912 0.2688 3.0498 0.743
O 4.2390 0.7060 2.2993 -0.625
N 2.3538 -0.5011 2.6242 -0.080
C 2.1968 -0.8703 1.2374 -0.530
H 2.8748 -0.1515 5.1241 0.339
H 3.1063 1.5625 4.7859 0.219
H 4.4779 0.4168 4.8578 0.331
H 1.8297 -1.0113 3.3123 0.249
H 1.4954 -0.1972 0.7374 -0.056
H 1.8744 -1.8807 0.9919 0.422
H 3.1797 -0.7189 0.7920 0.062
C 0.0577 -3.6302 -2.4313 0.417
C 0.3758 -3.7246 -0.9215 0.703
O 0.7371 -5.0968 -0.6875 -0.438
S 1.2824 -5.7790 -2.0336 1.060
O 0.8517 -7.1428 -2.1002 -0.549
O 2.6768 -5.4751 -2.2715 -0.500
O 0.3810 -4.8648 -3.0379 -0.409
H 0.6683 -2.8487 -2.8894 0.188
H -0.9613 -3.2993 -2.6141 -0.201
H -0.5053 -3.5079 -0.3273 0.082
H 1.2507 -3.1155 -0.7052 -0.359
C -2.1906 3.4820 -2.2579 0.126
C -1.4000 4.7197 -2.7485 -0.353
O -1.9296 5.7761 -1.9734 -0.314
S -3.5320 5.6436 -1.9515 1.064
O -4.0935 5.8864 -3.2447 -0.525
O -4.0322 6.2236 -0.7566 -0.513
O -3.4161 4.0275 -1.6838 -0.317
H -1.7334 2.8805 -1.4803 0.059
H -2.5380 2.9595 -3.1479 0.199
H -1.5219 4.8677 -3.8210 0.285
H -0.3598 4.7447 -2.4262 0.292

***

No. 4
62
Properties=species:S:1:pos:R:3:nbo_charge:R:1 method="wB97M-V/def2-TZVPD" homo_energy_ev=-4.73 fmax_ev_per_a=1.4 mol_weight_g_mol=431.395 lumo_ev=2.43 e_tot_ha=-1227.25651 total_charge=-1 homo_lumo_gap_ha=0.2630
F 4.0955 -0.5216 2.3103 -0.380
C 3.0066 0.2593 1.8831 0.060
C 2.3511 -0.2718 0.5910 -0.446
C 2.7763 -1.7182 0.2037 -0.990
Nb 4.2199 -2.0184 -1.4501 1.297
C 5.6004 -0.0865 -1.4697 0.298
F 4.6795 0.8506 -1.9922 -0.382
F 5.7947 0.3700 -0.1588 -0.377
C 6.8967 0.1015 -2.2159 0.500
F 7.3553 1.4101 -2.2071 -0.364
F 7.8743 -0.6598 -1.6227 -0.341
H 3.4035 1.2764 1.7604 0.168
H 2.2908 0.2470 2.7247 0.144
H 1.2606 -0.2175 0.7343 0.196
H 2.5737 0.4339 -0.2285 0.205
H 1.8882 -2.3226 -0.0667 0.231
H 3.2592 -2.2180 1.0689 0.236
H 2.8595 -1.7349 -2.7167 -0.379
H 5.0921 -2.1318 -3.0954 -0.316
H 5.7371 -2.7656 -0.7179 -0.303
H 4.1980 -3.8021 -1.7367 -0.201
H 6.7859 -0.1930 -3.2697 0.148
C 0.1450 2.6290 2.1591 -0.613
C -0.4347 2.0324 3.4365 -0.400
C -1.2281 0.7431 3.2145 -0.399
C -2.4269 0.8948 2.2776 -0.400
C -3.4442 1.9495 2.7123 -0.399
C -4.0766 1.6622 4.0683 -0.609
H -0.6279 2.9509 1.4582 0.199
H 0.7700 3.4964 2.3745 0.209
H 0.7599 1.8903 1.6426 0.212
H -1.0614 2.7762 3.9390 0.187
H 0.3795 1.8105 4.1323 0.203
H -1.5527 0.3507 4.1817 0.196
H -0.5592 -0.0158 2.7938 0.208
H -2.9301 -0.0748 2.1928 0.199
H -2.0667 1.1312 1.2745 0.209
H -4.2259 2.0151 1.9504 0.199
H -2.9652 2.9330 2.7349 0.193
H -4.5624 0.6826 4.0698 0.199
H -4.8289 2.4069 4.3320 0.204
H -3.3300 1.6549 4.8644 0.201
C -0.9365 -0.5800 -0.9230 -0.614
C -1.6833 -1.7126 -1.6148 -0.400
C -1.9564 -1.4418 -3.0947 -0.400
C -2.8006 -0.1921 -3.3632 -0.396
C -4.1556 -0.1734 -2.6552 -0.399
C -5.0653 -1.3295 -3.0514 -0.610
H -1.5134 0.3474 -0.9214 0.190
H -0.7224 -0.8313 0.1167 0.207
H 0.0175 -0.3897 -1.4205 0.224
H -2.6267 -1.9054 -1.0920 0.182
H -1.0990 -2.6321 -1.5332 0.212
H -2.4411 -2.3166 -3.5368 0.194
H -0.9985 -1.3337 -3.6119 0.216
H -2.9624 -0.1026 -4.4429 0.196
H -2.2362 0.6963 -3.0696 0.203
H -4.6537 0.7756 -2.8731 0.196
H -4.0003 -0.1877 -1.5718 0.195
H -5.2346 -1.3381 -4.1317 0.197
H -6.0386 -1.2666 -2.5624 0.203
H -4.6257 -2.2920 -2.7846 0.203